(1)
Computed, not measured: 7 unconnected molecules or ions with the total composition H14O7, with wB97M-V/def2-TZVPD.

Geometry as ORCA input:
```
! wB97M-V def2-TZVPD RIJCOSX def2/J DEFGRID3
* xyz 0 1
O -23.73 0.58 -11.50
H -23.44 0.38 -10.60
H -23.51 1.50 -11.64
O -22.48 -0.85 -13.67
H -23.08 -0.76 -12.95
H -22.09 0.03 -13.67
O -23.17 7.62 -11.52
H -22.53 8.32 -11.32
H -22.61 6.80 -11.69
O -21.73 5.54 -12.68
H -21.25 5.16 -11.98
H -21.26 5.31 -13.51
O -21.23 1.72 -13.41
H -20.98 2.09 -14.21
H -20.41 1.74 -12.95
O -22.96 3.24 -12.29
H -22.73 4.16 -12.60
H -22.28 2.63 -12.66
O -23.72 4.42 -10.17
H -24.23 5.13 -10.53
H -23.28 3.98 -10.90
*
```

Values from the calculation:
SMILES = O.O.O.O.O.O.O
Energy relative to the best compared isomer or geometry (same formula, charge and spin) = 49.1 kcal/mol
Highest occupied orbital energy = -10.5869 eV

Here are the natural (NBO) charges for atoms 1 to 8, given in e: -0.965, 0.473, 0.490, -0.964, 0.485, 0.465, -0.958, 0.465

(2)
Computed, not measured: a molecular structure, C19H35Al2BClF6GaMgN4O15P, with wB97M-V/def2-TZVPD.

Geometry as ORCA input:
```
! wB97M-V def2-TZVPD RIJCOSX def2/J DEFGRID3
* xyz 1 1
C -7.23 4.20 0.96
B -5.72 4.10 0.57
O -4.75 4.43 1.46
Ga -5.03 3.53 -1.36
O -3.47 2.51 -1.35
C -3.59 1.24 -1.86
C -2.21 0.87 -2.27
N -1.24 1.05 -1.21
C -0.45 -0.13 -0.91
C -0.46 -0.57 0.53
C 0.63 0.15 1.27
O -0.14 -1.94 0.54
C -6.57 2.66 -2.40
F -7.61 3.49 -2.33
F -7.02 1.52 -1.86
F -6.37 2.45 -3.67
H -7.76 3.31 0.69
H -7.30 4.31 2.04
H -7.70 5.04 0.50
H -5.18 4.63 2.30
H -4.64 4.93 -2.09
H -4.17 1.21 -2.77
H -4.02 0.50 -1.18
H -1.99 1.58 -3.04
H -2.17 -0.11 -2.76
H -1.64 1.46 -0.38
H -0.69 -1.03 -1.52
H 0.58 0.09 -1.14
H -1.44 -0.41 0.96
H 1.57 -0.38 1.07
H 0.72 1.17 0.90
H 0.42 0.21 2.32
H -0.88 -2.44 0.89
Al 3.34 0.50 1.85
C 6.52 -0.68 0.21
O 6.12 0.47 0.73
H 5.68 -1.39 -0.06
H 7.05 -0.60 -0.77
H 7.17 -1.31 0.84
C 4.17 -3.27 7.23
C 4.12 -3.87 5.84
O 2.77 -4.10 5.44
C 2.09 -3.05 4.99
O 2.50 -1.94 4.90
C 0.68 -3.50 4.58
F 0.14 -4.29 5.51
F 0.72 -4.17 3.43
F -0.12 -2.44 4.43
H 3.63 -3.90 7.94
H 5.21 -3.18 7.57
H 3.71 -2.29 7.26
H 4.61 -4.86 5.85
H 4.64 -3.24 5.12
Cl 2.93 -1.93 0.70
N -1.45 5.13 -0.17
H -1.70 5.26 -1.16
H -1.17 6.03 0.23
H -2.27 4.76 0.33
H -0.67 4.47 -0.10
C 2.80 -5.73 0.15
C 2.16 -6.11 -1.09
C 3.07 -6.72 -2.12
O 2.68 -7.16 -3.18
C 4.49 -6.76 -1.81
C 5.14 -6.37 -0.58
C 4.21 -5.86 0.50
O 4.63 -5.56 1.60
O 6.32 -6.42 -0.38
O 0.99 -5.99 -1.32
H 2.19 -5.30 0.94
H 5.10 -7.15 -2.63
Mg 4.13 -6.88 5.63
C 1.38 3.65 -3.72
O 2.31 3.20 -3.06
N 1.52 4.66 -4.62
N 0.11 3.15 -3.59
H 0.76 5.03 -5.16
H 2.44 5.04 -4.74
H -0.03 2.40 -2.94
H -0.69 3.49 -4.12
O -4.37 4.80 -6.34
P -3.53 5.45 -5.25
O -4.42 5.77 -4.05
O -2.91 6.75 -5.72
O -2.42 4.47 -4.87
Al -0.96 -2.06 -3.17
*
```

Values from the calculation:
Highest occupied orbital energy = -8.9564 eV

Here are the Mulliken charges for atoms 1 to 8, given in e: -0.980, 0.788, -0.595, -0.893, -0.159, -0.776, 0.344, 0.475